Record 1
Density functional theory data (ωB97M-V/def2-TZVPD) for a 15-piece molecular cluster, H30O15 overall in a non-equilibrium geometry.

```
! wB97M-V def2-TZVPD RIJCOSX def2/J DEFGRID3
* xyz 0 1
H -0.07 -0.22 -0.26
H 0.97 0.38 0.68
H 4.62 -0.35 -1.72
H 4.99 0.91 -2.49
H -3.84 0.38 -1.24
H -4.15 1.60 -0.38
H 2.99 -2.87 3.21
H 1.61 -2.43 3.68
H -4.16 0.49 1.36
H -5.13 -0.07 2.39
H 3.11 2.04 2.39
H 2.87 0.88 3.34
H -1.35 -3.64 0.94
H -0.64 -4.02 2.23
H 4.23 -2.03 -0.08
H 3.76 -2.53 -1.44
H 2.00 5.53 -0.53
H 1.23 4.28 -0.11
H -1.04 1.62 -1.61
H -1.03 2.13 -3.04
H -2.31 -1.32 -2.90
H -1.55 -2.37 -3.69
H -5.20 -0.86 -0.38
H -4.02 -1.69 0.12
H -2.36 2.36 3.95
H -1.03 1.92 3.36
H 2.44 -4.04 -2.24
H 1.15 -3.48 -1.67
H 2.74 3.85 -1.96
H 1.27 3.47 -1.85
O 0.02 0.19 0.61
O 4.26 0.50 -2.00
O -4.53 1.03 -1.05
O 2.47 -2.72 4.01
O -4.78 -0.23 1.51
O 2.52 1.74 3.08
O -0.89 -4.37 1.36
O 3.48 -2.45 -0.52
O 1.10 5.19 -0.42
O -1.59 1.68 -2.40
O -2.35 -1.85 -3.71
O -4.27 -0.79 -0.14
O -1.41 2.50 4.03
O 1.72 -3.43 -2.44
O 2.14 3.09 -1.99
*
```

Calculated values
HOMO level = -9.19 eV
Total energy = -1146.3917 hartree
LUMO = -0.51 eV

Record 2
Density functional theory data (ωB97M-V/def2-TZVPD) for a 15-piece molecular cluster, H30O15 overall in a non-equilibrium geometry.

```
! wB97M-V def2-TZVPD RIJCOSX def2/J DEFGRID3
* xyz 0 1
H 0.46 -0.16 -0.31
H -0.46 -1.24 -0.03
H 0.24 1.45 -4.44
H 1.48 1.20 -3.60
H -1.13 2.40 -0.18
H -0.83 2.96 1.23
H -2.16 -3.02 4.58
H -1.49 -2.06 3.63
H 1.55 -0.38 1.06
H 0.34 -1.07 1.59
H -1.37 -5.23 0.52
H -0.32 -4.82 1.36
H -2.44 2.31 -2.20
H -2.09 2.40 -3.64
H -3.37 0.78 4.05
H -2.71 -0.71 3.88
H 2.64 3.19 -1.49
H 2.01 3.04 -2.86
H -2.69 0.31 0.49
H -2.59 0.69 1.86
H 0.76 -4.86 -2.68
H -0.60 -5.16 -1.97
H 3.33 2.22 1.64
H 4.26 1.40 2.41
H 1.14 -2.61 -1.42
H 2.43 -2.41 -2.20
H -1.01 -0.65 -2.75
H -1.49 0.06 -1.53
H 1.95 4.02 0.41
H 2.14 5.18 -0.62
O -0.27 -0.28 0.19
O 1.26 1.32 -4.52
O -0.64 3.02 0.29
O -1.42 -2.41 4.51
O 1.35 -1.12 1.59
O -1.17 -5.09 1.47
O -1.76 2.17 -2.83
O -3.54 -0.20 3.80
O 2.80 3.38 -2.48
O -3.24 0.73 1.11
O 0.25 -5.51 -2.36
O 3.42 1.98 2.59
O 2.08 -2.72 -1.33
O -0.70 -0.18 -1.93
O 1.82 5.01 0.29
*
```

Calculated values
HOMO level = -10.91 eV
Total energy = -1146.3998 hartree
LUMO = -0.98 eV

Record 3
Density functional theory data (ωB97M-V/def2-TZVPD) for a 15-piece molecular cluster, H30O15 overall in a non-equilibrium geometry.

```
! wB97M-V def2-TZVPD RIJCOSX def2/J DEFGRID3
* xyz 0 1
H -0.39 -0.26 -0.43
H 1.09 -0.06 -0.68
H 3.60 -0.62 0.05
H 2.70 -0.14 -1.04
H -1.77 -2.87 0.82
H -1.18 -1.64 0.13
H -0.87 2.45 -2.42
H 0.20 1.81 -3.26
H -2.72 1.87 -2.03
H -2.72 1.36 -3.40
H -0.62 3.70 1.83
H -0.53 2.66 0.63
H 3.28 2.39 -2.35
H 2.00 2.34 -1.68
H 5.19 -0.73 0.85
H 6.56 -0.13 1.47
H -2.62 2.11 3.49
H -2.29 2.62 2.23
H 0.68 -1.31 -2.70
H 0.46 -0.39 -4.03
H -1.82 -0.46 -1.72
H -3.32 -0.41 -1.27
H -1.75 0.04 3.19
H -0.50 -0.70 2.94
H 0.40 -2.69 0.85
H 1.45 -2.30 -0.29
H -4.48 -3.02 0.47
H -4.87 -2.09 -0.50
H 2.71 -2.00 3.45
H 1.71 -0.91 3.71
O 0.31 0.39 -0.36
O 2.90 -0.96 -0.62
O -1.33 -2.04 1.00
O -0.24 1.68 -2.46
O -3.25 1.45 -2.63
O -0.84 2.79 1.51
O 2.93 2.68 -1.49
O 5.71 -0.68 1.65
O -1.95 2.61 3.14
O 0.12 -1.15 -3.55
O -2.59 -0.99 -1.68
O -1.04 -0.35 3.73
O 1.28 -2.23 0.63
O -4.14 -2.69 -0.32
O 2.53 -1.12 3.15
*
```

Calculated values
HOMO level = -10.15 eV
Total energy = -1146.3795 hartree
LUMO = -0.68 eV

Record 4
Density functional theory data (ωB97M-V/def2-TZVPD) for a 15-piece molecular cluster, H30O15 overall in a non-equilibrium geometry.

```
! wB97M-V def2-TZVPD RIJCOSX def2/J DEFGRID3
* xyz 0 1
O 0.24 0.22 0.14
H 0.31 -0.68 0.38
H -0.61 0.57 0.39
O -0.85 -0.34 -2.94
H 0.05 -0.21 -2.69
H -1.39 -0.24 -2.17
O -2.50 -0.09 -0.90
H -3.41 -0.13 -1.18
H -2.30 -0.94 -0.53
O 0.42 1.95 -1.93
H 0.48 1.31 -1.18
H 1.23 1.75 -2.36
O -2.25 -2.64 -0.31
H -1.82 -2.71 0.55
H -2.66 -3.44 -0.58
O 1.68 -1.26 -2.42
H 2.26 -0.81 -1.81
H 2.21 -1.89 -2.85
O 2.04 -1.05 2.77
H 1.82 -0.12 2.80
H 2.90 -1.31 2.48
O 0.18 4.23 1.15
H -0.76 4.48 1.09
H 0.14 3.29 1.38
O 3.11 0.02 -0.49
H 3.99 0.02 -0.84
H 2.98 0.93 -0.32
O -0.23 -3.19 -2.00
H 0.35 -2.44 -2.03
H -0.86 -2.96 -1.34
O 1.36 1.57 2.20
H 2.25 1.69 1.94
H 0.89 1.34 1.44
O 0.91 -2.41 0.68
H 1.67 -2.73 0.18
H 1.38 -1.94 1.38
O -1.91 2.92 -1.06
H -1.09 2.53 -1.42
H -2.68 2.30 -1.11
O -1.50 1.78 1.69
H -2.08 2.25 1.13
H -1.74 2.07 2.58
O -1.48 -1.20 2.34
H -1.72 -1.93 2.89
H -0.99 -0.55 2.88
*
```

Calculated values
HOMO level = -9.10 eV
Total energy = -1146.5743 hartree
LUMO = -0.38 eV

Record 5
Density functional theory data (ωB97M-V/def2-TZVPD) for a 15-piece molecular cluster, H30O15 overall in a non-equilibrium geometry.

```
! wB97M-V def2-TZVPD RIJCOSX def2/J DEFGRID3
* xyz 0 1
H 0.89 1.20 -0.03
H -0.50 0.57 -0.18
H -4.48 -0.03 0.11
H -3.08 -0.04 0.42
H 2.84 -2.00 -0.80
H 1.91 -2.70 0.22
H 0.35 -1.79 -0.65
H 0.04 -3.26 -0.46
H 0.70 -3.21 -3.74
H -0.14 -2.89 -2.54
H 5.66 0.76 0.41
H 4.43 0.06 1.13
H -0.61 -1.41 4.46
H 0.08 -0.96 3.12
H -4.84 -0.32 -1.52
H -3.83 0.35 -2.44
H -1.66 2.77 -1.55
H -1.47 3.21 -0.15
H 1.66 3.47 -0.37
H 1.53 4.93 -0.98
H 3.01 -0.57 4.14
H 2.45 -0.19 2.78
H 3.68 1.21 -1.73
H 4.14 -0.33 -1.68
H -3.37 3.91 0.40
H -2.29 4.45 1.46
H -2.31 -2.57 1.93
H -2.26 -4.05 1.72
H -0.52 -0.83 -1.74
H -1.58 -0.75 -2.84
O 0.32 0.91 -0.70
O -3.86 -0.16 0.85
O 1.93 -2.15 -0.53
O -0.11 -2.39 -0.12
O 0.58 -3.48 -2.78
O 4.96 0.89 1.07
O -0.59 -1.44 3.48
O -3.95 0.02 -1.56
O -0.91 3.08 -0.90
O 1.03 4.26 -0.52
O 2.92 0.23 3.59
O 4.40 0.55 -1.93
O -3.18 4.34 1.27
O -2.84 -3.38 2.02
O -1.11 -0.27 -2.15
*
```

Calculated values
HOMO level = -10.20 eV
Total energy = -1146.3792 hartree
LUMO = -0.46 eV

Record 6
Density functional theory data (ωB97M-V/def2-TZVPD) for a 16-piece molecular cluster, H31O16 overall in a non-equilibrium geometry.

```
! wB97M-V def2-TZVPD RIJCOSX def2/J DEFGRID3
* xyz -1 1
O -0.54 2.02 -4.75
H 4.19 -0.49 2.54
H 3.49 3.24 -3.32
O 3.68 -1.25 -0.65
H 0.01 1.32 -4.31
H -0.46 2.54 -3.88
O -4.47 -1.42 3.14
H 3.12 -0.89 -1.23
H 2.10 3.77 -2.90
O 2.78 3.66 -3.67
H 0.80 -1.03 0.05
H 4.31 -0.98 -0.04
O 4.90 -1.12 2.95
H -4.28 -0.16 -0.33
H 1.64 0.36 3.10
O -4.13 2.20 -2.23
H -3.56 1.55 -2.54
H -3.62 2.47 -1.63
O -1.74 2.46 -0.40
H -1.40 1.42 -0.02
H -1.89 3.15 0.19
O 2.49 -2.55 4.97
H 2.60 -3.32 4.69
H -3.97 -1.89 2.52
O 1.50 4.78 1.37
H 1.04 5.05 0.61
O -4.33 -0.10 0.75
H 5.61 -0.51 3.23
H -3.32 -0.06 1.06
O -4.63 -3.35 -0.03
H -5.39 -1.34 2.91
H -4.37 -2.44 -0.13
O 1.49 -0.47 2.76
H 2.38 -5.40 1.11
H 0.67 0.12 -5.67
O 0.77 -0.06 0.19
H -5.47 -3.20 0.26
H -1.71 -0.39 -0.81
O 1.27 -0.68 -5.51
H 0.98 0.06 2.01
H 1.65 -0.64 -4.69
O -1.58 0.03 0.09
H 1.42 5.03 2.25
H 3.11 -1.92 4.62
O 1.50 -5.17 0.85
H -0.31 0.14 0.44
H 1.68 -4.53 0.06
*
```

Calculated values
HOMO level = -6.08 eV
Total energy = -1222.2598 hartree
LUMO = 2.06 eV

Computed values of frontier orbital gap (unit: eV) for the preceding records, in sequence: 8.7, 9.9, 9.5, 8.7, 9.7, 8.1.
Computed values of energy relative to the best compared isomer or geometry (same formula, charge and spin) (unit: kcal per mole) for the preceding records, in sequence: 155.9, 150.8, 163.5, 41.3, 163.7, 194.8.